1.
16
Properties=species:S:1:pos:R:3:forces:R:3:nbo_charge:R:1 method="wB97M-V/def2-TZVPD" charge=-1 e_tot_ha=-955.03997 homo_ha=-0.200 mol_weight_g_mol=169.153 gap_ev=9.1 smiles="C=C[C@](F)(CO)S(=O)(=O)[O-]"
C 0.6470 -1.0556 -2.0729 1.119 3.541 2.724 -0.375
C 0.7112 -0.1208 -1.0966 -0.077 0.256 0.744 -0.219
C -0.2833 0.0555 0.0121 -1.777 -1.986 -0.578 0.066
F -1.6682 -0.3253 -0.4698 1.912 0.280 0.556 -0.436
C -0.4923 1.3620 0.7054 1.129 0.199 -2.277 -0.163
O -0.7381 2.4973 -0.1741 1.013 -0.545 2.122 -0.707
S 0.2357 -1.0951 1.4875 0.427 -1.155 -1.494 2.386
O 1.5252 -0.4991 1.8017 0.535 -0.436 -0.588 -1.024
O 0.1666 -2.4884 1.0369 0.749 1.148 -0.365 -0.992
O -0.7133 -0.8462 2.5114 -1.998 0.801 1.602 -1.022
H 1.4361 -1.1734 -2.7250 1.576 -0.264 -1.366 0.182
H -0.2007 -1.5954 -2.1959 -2.412 -1.708 -0.217 0.200
H 1.5243 0.5898 -0.7830 -0.133 -1.146 -1.215 0.223
H 0.4127 1.5741 1.1258 2.371 0.587 1.588 0.204
H -1.1551 1.0615 1.4542 -1.820 0.756 1.202 0.220
H -1.4077 2.0591 -0.6177 -2.615 -0.327 -2.441 0.458



2.
16
Properties=species:S:1:pos:R:3:forces:R:3:nbo_charge:R:1 method="wB97M-V/def2-TZVPD" charge=+1 e_tot_ha=-1500.59332 s_squared=3.7555 homo_ha="-0.460 / -0.612" multiplicity=4 mol_weight_g_mol=188.030 gap_ev="7.5 / 11.6"
C -1.8016 -1.1203 1.4494 -0.805 -0.225 0.364 -0.265
O -0.5240 -0.7467 0.8939 0.664 -0.863 -0.567 -0.567
H -2.3130 -1.8046 0.7661 0.193 0.178 0.138 0.236
H -1.6458 -1.5906 2.4247 0.076 0.153 -0.289 0.230
H -2.3547 -0.1836 1.5490 -0.019 -0.267 0.063 0.217
C -0.1864 -1.1760 -0.3710 -2.407 1.192 -0.582 1.002
O 1.4186 2.0133 0.0311 -0.968 0.140 -0.683 -0.548
C 1.0083 1.8620 -1.1125 0.881 0.454 -0.227 0.467
C 0.9325 0.4947 -1.7309 -0.901 0.055 -0.430 -0.188
O 0.8965 -0.4136 -0.6309 1.698 -0.512 -0.178 -0.562
O -0.8276 -1.8000 -1.1434 0.650 -0.130 0.753 -0.483
F 1.6016 0.6108 3.0148 0.144 0.183 1.415 -0.624
H 0.7470 2.7226 -1.7488 0.208 -0.048 0.189 0.196
H 0.0221 0.4096 -2.3410 0.196 -0.153 0.110 0.257
H 1.7975 0.3006 -2.3791 -0.089 0.065 0.212 0.274
V 1.2291 0.4217 1.3289 0.479 -0.221 -0.286 1.357



3.
18
Properties=species:S:1:pos:R:3:forces:R:3:nbo_charge:R:1 method="wB97M-V/def2-TZVPD" charge=+2 e_tot_ha=-1945.66941 s_squared=6.0066 homo_ha="-0.667 / -0.667" multiplicity=5 mol_weight_g_mol=221.930 gap_ev="7.3 / 6.9"
O 0.2263 -1.3545 0.7744 -0.186 2.130 -0.752 -0.652
C -0.0795 -0.0517 0.5103 -0.595 -2.621 1.138 0.479
C -0.5503 0.1524 -0.9264 -0.530 -0.521 0.446 -0.150
O -1.7768 -0.5583 -1.1044 1.305 -0.565 -1.683 -0.458
C -2.6550 -0.3445 -0.1504 0.441 2.304 2.124 1.021
O -2.2626 -0.1993 1.0089 -0.462 -0.256 -0.952 -0.602
O -3.8311 -0.0570 -0.6214 -0.496 -0.412 -0.550 -0.630
H 0.3202 -1.5210 1.7211 -0.229 -0.073 0.378 0.535
H -0.2602 0.6175 1.3549 -0.041 -0.301 -0.524 0.243
H 0.1571 -0.2826 -1.6401 -0.108 0.113 0.191 0.251
H -0.7222 1.2131 -1.1324 0.112 -0.074 0.016 0.221
H -4.1741 0.7676 -0.2459 -0.399 -0.396 0.535 0.538
O 2.9072 -1.1179 -0.0563 -0.331 0.553 0.044 -0.562
C 2.7505 0.1580 0.0271 -0.619 -1.612 -1.192 1.003
O 1.6040 0.7166 0.3586 0.837 0.996 0.299 -0.792
O 3.6473 0.9483 -0.3174 0.696 1.114 0.673 -0.685
Fe 2.6517 2.4965 0.3907 0.368 -0.259 -0.368 1.701
H 2.0474 -1.5831 0.0488 0.237 -0.120 0.176 0.539



4.
16
Properties=species:S:1:pos:R:3:forces:R:3:nbo_charge:R:1 method="wB97M-V/def2-TZVPD" charge=0 e_tot_ha=-1011.29127 homo_ha="-0.301 / -0.298" mol_weight_g_mol=367.912 gap_ev="7.2 / 7.3"
C -1.2051 0.1468 -0.3212 0.935 1.129 2.735 0.427
C -1.0990 -0.3530 -2.8329 -1.406 -1.350 -1.529 0.784
C -0.5139 0.3247 -1.5967 2.502 0.777 -0.571 -0.674
C 0.2169 1.0943 1.4277 -1.147 -2.050 -0.339 -0.275
N -2.1373 -0.5875 0.0296 -0.082 0.549 -0.632 -0.712
N 1.3828 0.3522 1.5858 0.800 1.298 -1.493 -0.907
O -0.7016 -0.3161 -3.9786 0.443 0.719 1.703 -0.561
O -2.1880 -1.1218 -2.5846 0.311 0.588 0.483 -0.687
I -0.7178 0.7634 3.3444 -0.925 0.166 -0.217 0.120
I 0.5518 3.0803 0.9574 0.112 0.494 -0.254 0.217
H 0.4715 -0.2137 -1.3554 -0.956 0.779 -0.701 0.282
H -0.2070 1.4199 -1.8527 -0.691 -1.895 0.680 0.292
H -2.4850 -0.5125 0.9779 0.241 -0.106 0.395 0.402
H -2.4745 -1.0288 -1.6377 0.135 -0.290 -0.521 0.497
H 2.1465 0.6456 0.9714 -0.288 -0.619 0.325 0.392
H 1.3010 -0.6163 1.8330 0.018 -0.187 -0.063 0.403



5.
13
Properties=species:S:1:pos:R:3:forces:R:3:nbo_charge:R:1 method="wB97M-V/def2-TZVPD" charge=0 e_tot_ha=-1149.50403 homo_ha="-0.302 / -0.294" mol_weight_g_mol=339.967 gap_ev="6.4 / 6.1"
C 1.5964 0.3002 0.1638 -0.848 -1.150 -0.250 -0.349
C 2.6527 0.4903 -0.5974 0.001 0.590 0.247 -0.270
C -0.9570 -0.0426 0.5502 1.577 1.456 -0.535 -0.675
C 0.3044 -0.1270 -0.3579 -0.296 -0.648 1.045 0.028
S -0.0108 -0.1152 -2.0345 -0.308 0.250 0.059 0.193
I 4.5716 0.7322 0.0467 0.038 0.055 -0.019 0.239
I 0.6853 -3.0368 0.0529 -0.081 1.019 0.022 -0.459
H 1.6956 0.2357 1.1963 0.068 -0.066 1.809 0.227
H 2.4143 0.5952 -1.6112 0.574 -0.018 -1.700 0.202
H -0.5853 -0.2568 1.5777 -0.905 0.114 -0.656 0.252
H -1.3113 1.0539 0.4307 0.408 -1.606 0.473 0.227
H -1.7215 -0.7209 0.1566 0.210 0.072 0.591 0.244
H -1.2845 -0.0901 -1.6415 -0.439 -0.068 -1.086 0.140



6.
13
Properties=species:S:1:pos:R:3:forces:R:3:nbo_charge:R:1 method="wB97M-V/def2-TZVPD" charge=+1 e_tot_ha=-562.80396 homo_ha=-0.475 mol_weight_g_mol=209.010 gap_ev=7.8 smiles="C[N+]1=C[C@@H]1/C=N/I"
C 0.8566 1.5234 -0.2605 -0.243 3.121 2.106 -0.465
N 0.8992 0.1632 -0.2174 0.444 -1.547 0.468 -0.127
C 1.4194 -0.9287 -0.4878 -1.859 0.361 -0.265 0.284
C 0.2922 -0.9699 0.4402 -1.543 -0.668 -0.166 -0.078
C -1.2008 -1.1540 0.2866 -2.354 0.265 -1.130 0.049
N -1.7901 -0.0932 -0.1460 0.662 -0.902 0.770 -0.586
I -3.8346 0.2746 -0.0581 0.857 -0.625 -0.091 0.396
H 1.5489 1.9572 -0.9401 0.028 0.279 -1.055 0.260
H -0.1700 1.8726 -0.1802 -0.129 -0.064 -1.167 0.297
H 1.1671 1.9127 0.7280 0.408 -0.455 -0.027 0.266
H 2.0308 -1.3285 -1.2077 1.737 -0.976 -1.354 0.257
H 0.5339 -1.1167 1.4342 0.816 -0.172 2.142 0.222
H -1.7526 -2.1128 0.6088 1.174 1.383 -0.230 0.225



7.
14
Properties=species:S:1:pos:R:3:forces:R:3:nbo_charge:R:1 method="wB97M-V/def2-TZVPD" charge=0 e_tot_ha=-617.90005 homo_ha=-0.308 mol_weight_g_mol=223.017 gap_ev=7.9 smiles=Cn1nccc1NI
C -0.7912 -0.6644 -1.3424 -1.644 -0.449 -1.694 -0.438
N -0.0205 -0.5030 -0.1333 0.362 2.736 0.417 -0.181
N 0.5522 -1.4660 0.5961 0.058 -1.645 0.421 -0.272
C 1.3426 -0.8596 1.4809 0.365 -1.992 0.606 -0.037
C 1.3602 0.4909 1.2953 -0.408 0.349 0.136 -0.385
C 0.4709 0.6989 0.2920 -0.515 3.535 -1.882 0.313
N 0.0743 2.0374 -0.2352 -1.387 -3.514 -0.755 -0.776
I -0.0471 2.4651 -2.2704 0.312 0.085 0.561 0.274
H -0.2871 -0.1980 -2.2296 -0.226 -0.700 1.010 0.216
H -0.9038 -1.7282 -1.5162 0.346 -0.232 -0.024 0.237
H -1.9051 -0.3029 -1.4443 2.130 -0.107 1.228 0.221
H 1.9467 -1.3471 2.2994 -1.063 -0.016 -1.392 0.213
H 1.8535 1.1294 1.9593 0.589 1.253 0.344 0.227
H 0.5095 2.8294 0.1380 1.081 0.697 1.025 0.389



8.
14
Properties=species:S:1:pos:R:3:forces:R:3:nbo_charge:R:1 method="wB97M-V/def2-TZVPD" charge=0 e_tot_ha=-617.80609 homo_ha="-0.297 / -0.300" mol_weight_g_mol=223.017 gap_ev="7.5 / 7.8"
C 2.1564 0.5289 -0.7850 -2.120 -1.880 0.055 -0.093
C 0.9096 0.9950 -0.6634 -0.603 3.493 -0.134 -0.082
C 0.8806 -1.2337 -0.8506 0.103 2.235 -0.459 0.100
C -1.6124 0.0136 1.6905 -3.498 0.323 -3.877 -0.459
N 2.1212 -0.8208 -0.9217 -0.175 -1.974 -0.121 -0.424
N 0.0382 -0.0216 -0.7061 4.420 -3.332 -0.755 -0.195
N -1.2216 0.0056 -0.5097 -4.224 -1.545 2.557 -0.350
I -3.0416 1.4515 2.0042 0.048 0.547 0.081 0.159
H 3.0083 1.0634 -0.7837 2.763 1.548 -0.057 0.203
H 0.6339 2.0767 -0.6516 -0.192 -1.347 0.272 0.230
H 0.5047 -2.2448 -1.1460 0.134 1.211 0.675 0.214
H -0.7421 0.0950 2.1612 3.591 0.375 1.751 0.175
H -2.1658 -0.8791 1.6830 0.030 -1.336 0.142 0.185
H -1.4695 -1.0297 -0.5210 -0.276 1.682 -0.131 0.337



9.
13
Properties=species:S:1:pos:R:3:forces:R:3:nbo_charge:R:1 method="wB97M-V/def2-TZVPD" charge=0 e_tot_ha=-583.61461 homo_ha=-0.316 mol_weight_g_mol=211.002 gap_ev=9.0
C -0.7989 0.7014 -0.5786 -1.540 -0.347 0.807 0.438
C 1.2695 -1.5030 -0.7709 0.548 -1.793 0.190 0.505
C -0.0621 1.1598 -1.5495 -0.016 -0.154 0.410 -0.661
C -1.7008 -0.2925 1.4425 0.698 -2.376 -0.713 -0.424
N -1.6900 0.2931 0.1463 0.276 0.536 -1.267 -0.435
O 1.7294 -2.5238 -0.5869 -0.551 1.117 -0.215 -0.485
I 3.6205 0.7522 0.6736 0.407 0.184 0.245 -0.101
H 0.4466 0.5240 -2.2041 0.478 -1.074 -0.739 0.232
H 0.1142 2.1708 -1.7163 0.068 1.699 0.123 0.235
H 2.3064 0.2853 -0.0887 -0.303 0.111 -0.158 0.077
H -2.4894 0.0653 2.0461 -0.564 1.036 0.720 0.217
H -0.7051 -0.2595 1.8951 -0.319 -0.066 0.405 0.192
H -2.0402 -1.3732 1.2914 0.818 1.127 0.192 0.211



10.
13
Properties=species:S:1:pos:R:3:forces:R:3:nbo_charge:R:1 method="wB97M-V/def2-TZVPD" charge=-1 e_tot_ha=-604.17239 homo_ha=-0.081 mol_weight_g_mol=212.994 gap_ev=5.6
C 2.0419 0.5263 -1.7716 -0.773 0.681 -0.252 1.050
C -0.9615 -1.1306 -0.0541 3.369 0.663 -0.137 -0.627
C -1.1163 0.1977 0.5765 -2.074 1.364 2.080 -0.483
C 0.1977 0.9748 0.6428 -0.320 0.158 -1.290 -0.664
O 2.7811 -0.0239 -1.0795 0.541 -0.383 -0.031 -0.524
O 1.3861 1.0726 -2.5677 0.170 -0.185 0.030 -0.562
I 1.8106 -0.0342 1.9060 -0.797 0.031 0.401 -0.242
H -0.6859 -1.8639 0.6462 -0.035 -1.190 1.199 0.201
H -1.7890 -1.4118 -0.5949 -1.673 -0.921 -1.587 0.185
H 0.0295 -1.0442 -0.6165 -1.566 -0.224 -0.199 0.206
H -1.6651 0.1481 1.5891 0.905 -0.623 -0.557 0.139
H -2.0339 0.7274 0.1011 2.055 0.085 -0.202 0.192
H 0.0049 1.8617 1.2225 0.200 0.542 0.544 0.129



11.
13
Properties=species:S:1:pos:R:3:forces:R:3:nbo_charge:R:1 method="wB97M-V/def2-TZVPD" charge=0 e_tot_ha=-313.86155 s_squared=0.7567 homo_ha="-0.317 / -0.285" multiplicity=2 mol_weight_g_mol=93.031 gap_ev="8.3 / 7.4"
O -2.6546 1.1719 -0.0171 -0.116 0.007 0.075 -0.706
C -1.2975 0.8074 0.0305 0.212 0.009 -0.213 -0.051
C -1.2223 -0.7166 0.0498 -0.247 -0.248 0.045 -0.502
C 0.1566 -1.2042 0.1385 1.713 0.024 -0.831 -0.107
C 1.3400 -1.5023 -0.0098 -1.783 -0.200 1.670 -0.175
H -2.7309 2.1284 -0.0722 -0.017 0.017 -0.030 0.477
H -0.8237 1.2116 0.9461 -0.040 -0.066 -0.049 0.130
H -0.7585 1.1928 -0.8544 -0.048 -0.128 0.199 0.171
H -1.6942 -1.1113 -0.8623 0.096 0.122 0.262 0.252
H -1.7976 -1.0939 0.9084 0.078 0.132 -0.243 0.245
H 2.2447 -1.9760 0.3473 -0.073 0.471 -0.813 0.268
O 2.9492 0.3728 -0.5506 -0.754 0.521 0.598 -0.936
Li 1.4689 0.9561 0.4205 0.981 -0.660 -0.671 0.934



12.
14
Properties=species:S:1:pos:R:3:forces:R:3:nbo_charge:R:1 method="wB97M-V/def2-TZVPD" charge=+2 e_tot_ha=-2092.47570 s_squared=0.7574 homo_ha="-0.522 / -0.632" multiplicity=2 mol_weight_g_mol=158.421 gap_ev="3.8 / 6.8"
O -2.1014 0.1604 0.7375 -9.672 -1.337 -3.545 -0.913
C -1.1235 0.6012 1.2188 8.605 2.349 5.070 0.265
C 0.1608 0.8150 1.3206 -0.665 1.293 0.282 -0.482
Li -3.2964 -0.0318 1.9456 -1.170 0.225 1.201 0.973
Zn -1.4289 -1.1777 -0.2565 0.241 -0.813 -1.487 1.425
H 0.6063 1.6680 0.8327 0.611 0.135 -0.435 0.249
H 0.7651 0.2540 2.0155 0.107 0.413 0.804 0.242
C 0.7547 -0.1439 -1.5286 2.201 -0.708 4.303 0.299
C 0.6512 -1.0765 -0.3460 -0.055 2.015 -4.021 -0.718
O 1.6036 0.8997 -1.3514 -1.762 -2.495 0.034 -0.585
H 0.2330 -0.1872 -2.4788 -0.079 -0.492 -0.004 0.236
H 0.1140 -2.0152 -0.4821 1.550 -1.381 -1.061 0.172
H 1.2412 -1.0743 0.5664 0.039 0.286 -0.651 0.301
H 1.8203 1.3083 -2.1937 0.049 0.509 -0.488 0.535